# 1
Entry from the Open Molecules 2025 dataset: 2 unconnected molecules or ions with the total composition CHN3S in a non-equilibrium geometry (ωB97M-V/def2-TZVPD).

XYZ file:
```
6
Properties=species:S:1:pos:R:3:forces:R:3:lowdin_charge:R:1
C 0.24309 0.35005 -0.92516 -0.585 -2.916 -5.563 -0.703
N 0.35435 0.83579 0.13836 0.584 2.744 3.439 0.065
N 0.07215 0.35303 2.57881 -1.258 -0.213 0.617 -0.027
N -1.02256 0.28448 2.57190 1.069 0.045 0.166 0.000
S 0.06447 -0.33637 -2.40971 -0.621 5.142 0.382 0.873
H 0.28849 -1.48697 -1.95419 0.810 -4.802 0.960 -0.209
```
Positions in Å, forces in eV/Å.

- HOMO level (spin up / spin down): -5.123 / -11.784 eV
- 2S+1: 3
- Expectation value of S²: 2.0276
- Net charge: 0
- ΔE to the lowest compared entry with this formula, charge and spin: 13.1 kJ/mol

---

# 2
Entry from the Open Molecules 2025 dataset: a molecular structure, C27H35CdCl2F3IN2S (ωB97M-V/def2-TZVPD).

XYZ file:
```
72
Properties=species:S:1:pos:R:3:forces:R:3:lowdin_charge:R:1
Cd -0.62673 -0.41274 -0.77607 0.303 0.450 -0.251 1.255
C -0.45308 0.88383 1.35669 -0.003 0.062 0.194 -0.160
C -0.25465 -0.52754 1.65477 -0.090 0.229 0.008 -0.254
C 1.17417 -0.69054 1.78830 0.116 -0.051 -0.201 -0.170
C 1.75675 0.56607 1.55517 0.013 0.083 0.075 -0.076
C 0.77328 1.54372 1.31646 -0.039 0.003 -0.167 -0.248
C 1.00088 3.03207 1.13550 0.039 0.056 -0.021 -0.560
C 1.98256 3.30848 -0.01090 -0.083 0.055 0.043 -0.060
C 1.59302 3.60935 2.43103 -0.030 -0.013 -0.035 -0.058
C -0.31650 3.75000 0.83308 0.065 -0.088 0.038 -0.061
C 2.03553 -1.93288 2.02160 0.009 -0.154 -0.039 -0.527
C 3.52784 -1.59481 1.87157 -0.063 0.002 0.007 -0.082
C 1.88882 -2.51339 3.43945 0.004 0.036 -0.079 -0.059
C 1.73814 -3.01695 0.97242 0.074 0.050 0.023 -0.049
C -1.42457 -1.29094 2.29795 -0.056 -0.096 0.073 -0.548
C -2.77490 -0.64114 1.94027 0.116 0.027 0.042 -0.085
C -1.52974 -2.76519 1.88935 -0.014 0.109 0.093 -0.059
C -1.29321 -1.18202 3.83056 0.028 -0.060 -0.061 -0.043
H -1.40971 1.38416 1.37260 -0.021 -0.070 -0.105 0.083
H 2.81960 0.77237 1.57402 0.013 -0.026 -0.006 0.094
H 2.93347 2.79923 0.16495 0.004 0.000 -0.053 0.071
H 2.18535 4.38111 -0.09174 0.006 -0.005 0.021 0.079
H 1.56458 2.96884 -0.95904 0.045 -0.003 -0.001 0.067
H 2.57173 3.17046 2.63720 -0.012 -0.008 0.028 0.076
H 0.93909 3.39333 3.27833 0.010 -0.002 0.005 0.083
H 1.71137 4.69453 2.35056 0.022 0.000 -0.003 0.075
H -0.79730 3.32668 -0.05088 -0.037 0.033 0.005 0.050
H -0.13906 4.81365 0.65408 0.022 -0.003 -0.001 0.081
H -1.00189 3.66102 1.67895 -0.052 0.006 -0.034 0.083
H 3.86449 -0.88138 2.62715 -0.014 0.001 -0.017 0.082
H 3.74075 -1.18443 0.88270 0.035 0.004 -0.006 0.071
H 4.11361 -2.51016 1.98505 0.009 0.003 -0.002 0.080
H 2.03002 -1.72860 4.18602 -0.011 -0.010 0.015 0.089
H 2.64748 -3.28449 3.60200 -0.008 -0.015 0.005 0.077
H 0.91806 -2.97146 3.60767 -0.038 -0.058 -0.039 0.052
H 2.05768 -2.68020 -0.01480 -0.031 -0.022 0.035 0.066
H 0.68022 -3.25666 0.90654 0.190 0.015 -0.092 0.045
H 2.28703 -3.93505 1.20823 -0.002 -0.004 0.007 0.087
H -2.88341 -0.45755 0.87072 -0.046 0.001 -0.038 0.026
H -2.90456 0.30868 2.45995 -0.012 0.027 -0.040 0.080
H -3.58922 -1.29944 2.25045 0.004 -0.015 0.009 0.082
H -1.68149 -2.85976 0.81006 0.015 -0.039 -0.006 0.066
H -2.37938 -3.22964 2.39716 -0.025 -0.001 -0.016 0.083
H -0.64035 -3.32901 2.15190 -0.044 -0.042 0.092 0.052
H -1.13387 -0.13832 4.10986 -0.030 0.002 0.011 0.091
H -0.45116 -1.76077 4.20670 -0.096 0.080 0.009 0.051
H -2.20487 -1.53943 4.31996 0.005 -0.015 0.007 0.080
Cl -3.16808 -1.56773 -1.72858 -0.306 -0.348 0.167 0.664
C -3.66426 -0.54346 -3.03413 0.043 0.352 -0.207 -0.666
C -4.60011 -1.05558 -3.91420 -0.013 -0.109 0.069 -0.136
C -5.03355 -0.29420 -4.98419 -0.023 0.023 -0.063 -0.112
C -4.51682 0.97908 -5.16131 -0.006 -0.013 -0.021 -0.141
C -3.58643 1.47685 -4.26918 0.014 -0.207 0.173 -0.699
Cl -2.98364 3.07892 -4.55424 0.014 0.113 -0.063 0.625
C -3.11165 0.74729 -3.15509 -0.096 -0.110 -0.158 -0.765
S -1.96318 1.44188 -2.06617 0.138 -0.018 0.343 0.461
H -4.98372 -2.05358 -3.74869 0.021 0.003 -0.019 0.096
H -5.76182 -0.69021 -5.67938 0.004 -0.004 0.010 0.095
H -4.82457 1.59253 -5.99726 -0.009 0.015 0.018 0.094
F -0.23947 -3.35119 -1.71864 -0.054 -0.079 0.043 -0.037
C 0.15435 -2.07597 -2.05812 -0.189 -0.189 -0.114 -0.634
F 1.51346 -2.20023 -2.23437 0.090 0.080 0.015 -0.029
F -0.31843 -1.92001 -3.34278 0.021 -0.013 -0.024 -0.039
I 3.53802 1.37784 -5.72649 -0.118 -0.049 0.228 0.799
C 2.72622 1.01621 -3.85186 0.177 0.074 -0.287 -0.761
C 3.43014 0.73889 -2.70249 -0.080 0.021 -0.022 -0.154
N 2.50506 0.58775 -1.73997 0.123 -0.061 -0.137 -0.007
N 1.26197 0.74668 -2.19709 -0.062 0.018 0.393 -0.038
C 1.36990 1.00994 -3.48418 0.133 -0.025 -0.095 -0.211
H 4.48824 0.64943 -2.52672 -0.024 -0.017 0.055 0.113
H 2.62813 0.38569 -0.75727 -0.033 0.001 0.103 0.120
H 0.49435 1.17012 -4.09113 -0.052 0.012 0.060 0.100
```
Positions in Å, forces in eV/Å.

- HOMO level: -4.495 eV
- Net charge: -1
- ΔE to the lowest compared entry with this formula, charge and spin: 0.0 kJ/mol